(1)
Computed, not measured: C39H34ClOP2S2SiW as an isolated structure at a distorted geometry, with ωB97M-V/def2-TZVPD.

Element x y z (Å)
W: 1.047 0.639 0.356
C: 3.414 -2.308 1.553
Si: 2.367 -1.385 0.359
C: 2.794 -1.933 -1.355
C: 3.698 -2.969 -1.604
C: 4.221 -3.169 -2.875
C: 3.866 -2.308 -3.904
C: 2.947 -1.286 -3.684
C: 2.389 -1.113 -2.428
P: 1.011 0.021 -2.064
C: 0.795 1.348 -3.304
C: 0.609 2.660 -2.870
C: 0.297 3.667 -3.774
C: 0.173 3.373 -5.124
C: 0.337 2.066 -5.564
C: 0.628 1.057 -4.659
C: -0.421 -1.006 -2.489
C: -1.624 -0.523 -1.749
C: -2.930 -1.356 -1.938
C: -2.895 -2.215 -3.191
C: -1.765 -2.562 -3.791
C: -0.473 -1.997 -3.370
C: 2.000 1.703 2.037
C: 3.212 2.391 2.204
C: 3.462 3.090 3.375
C: 2.524 3.137 4.408
C: 1.317 2.468 4.282
C: 1.091 1.770 3.107
P: -0.283 0.857 2.447
C: -1.010 -0.296 3.612
C: -1.615 0.172 4.779
C: -2.105 -0.733 5.706
C: -1.995 -2.099 5.472
C: -1.400 -2.566 4.309
C: -0.906 -1.664 3.377
C: -1.526 2.103 1.983
C: -2.890 1.935 2.170
C: -3.787 2.818 1.576
C: -3.326 3.858 0.784
C: -1.959 4.036 0.596
C: -1.064 3.164 1.196
H: 3.361 -1.863 2.548
H: 4.449 -2.289 1.203
H: 3.094 -3.354 1.622
H: 4.019 -3.615 -0.793
H: 4.922 -3.975 -3.054
H: 4.306 -2.428 -4.886
H: 2.689 -0.621 -4.498
H: 0.721 2.904 -1.823
H: 0.158 4.682 -3.423
H: -0.062 4.159 -5.833
H: 0.218 1.827 -6.614
H: 0.683 0.036 -5.013
H: -1.828 0.515 -2.011
H: -3.770 -0.674 -1.983
H: -3.852 -2.600 -3.531
H: -1.778 -3.241 -4.636
H: 0.435 -2.357 -3.846
H: 3.963 2.380 1.426
H: 4.403 3.617 3.489
H: 2.741 3.698 5.309
H: 0.583 2.489 5.080
H: -1.708 1.238 4.956
H: -2.576 -0.374 6.613
H: -2.380 -2.801 6.200
H: -1.323 -3.630 4.129
H: -0.449 -2.015 2.460
H: -3.259 1.101 2.755
H: -4.851 2.681 1.723
H: -4.028 4.537 0.316
H: -1.596 4.862 -0.003
H: -0.002 3.345 1.094
C: -2.322 -4.040 0.534
O: -2.281 -3.166 -0.605
C: -3.244 -2.271 -0.752
S: -4.521 -2.060 0.231
S: -1.109 -0.460 0.029
H: -1.441 -4.666 0.447
H: -3.228 -4.641 0.520
H: -2.302 -3.455 1.453
Cl: 2.940 1.682 -0.779

Calculated values
**HOMO (spin up / spin down)**: -0.379 / -0.379 hartree
**LUMO energy (spin up / spin down)**: -4.50 / -4.46 eV
**HOMO-LUMO gap (spin up / spin down)**: 5.8067 / 5.8575 eV
**Total charge**: +1

(2)
Computed, not measured: C39H35AsN4PPtS as an isolated structure at a distorted geometry, with ωB97M-V/def2-TZVPD.

Element x y z (Å)
Pt: 0.225 0.604 0.157
N: -3.757 2.053 -0.937
C: -2.475 1.751 -0.867
S: -2.027 0.103 -0.503
N: -1.587 2.710 -1.137
N: -0.336 2.380 -1.073
C: 0.612 2.932 -1.810
C: 0.387 4.011 -2.752
C: 0.983 3.983 -4.026
C: 0.811 5.044 -4.890
C: 0.064 6.149 -4.492
C: -0.527 6.187 -3.230
C: -0.403 5.113 -2.375
C: 1.920 2.287 -1.678
C: 3.103 2.860 -2.130
C: 4.282 2.133 -2.045
C: 4.253 0.852 -1.516
C: 3.047 0.353 -1.047
N: 1.919 1.056 -1.116
H: -4.461 1.348 -0.781
H: -4.045 2.972 -1.247
H: 1.533 3.106 -4.345
H: 1.246 5.005 -5.879
H: -0.083 6.972 -5.179
H: -1.084 7.059 -2.918
H: -0.860 5.141 -1.397
H: 3.093 3.863 -2.530
H: 5.214 2.558 -2.393
H: 5.145 0.244 -1.464
H: 2.974 -0.640 -0.617
C: 1.198 0.085 3.752
C: 1.071 -0.732 5.056
As: 1.979 -2.496 5.262
C: 0.664 -3.889 4.936
C: 0.932 -4.899 4.021
C: 0.012 -5.921 3.835
C: -1.159 -5.938 4.582
C: -1.412 -4.938 5.511
C: -0.506 -3.904 5.691
C: 2.342 -2.635 7.136
C: 2.128 -3.872 7.762
C: 2.312 -3.977 9.126
C: 2.784 -2.884 9.849
C: 3.056 -1.672 9.215
C: 2.866 -1.552 7.855
P: 0.459 -0.562 2.191
C: 1.490 -1.950 1.635
C: 2.811 -2.107 2.063
C: 3.620 -3.087 1.495
C: 3.121 -3.898 0.485
C: 1.818 -3.725 0.032
C: 1.012 -2.744 0.587
C: -1.242 -0.992 2.642
C: -1.859 -2.212 2.405
C: -3.219 -2.345 2.651
C: -3.960 -1.273 3.122
C: -3.344 -0.050 3.364
C: -1.992 0.094 3.110
H: 2.243 0.326 3.549
H: 0.699 1.040 3.925
H: 0.025 -0.914 5.311
H: 1.502 -0.110 5.841
H: 1.866 -4.899 3.469
H: 0.219 -6.710 3.124
H: -1.869 -6.743 4.450
H: -2.312 -4.963 6.111
H: -0.702 -3.139 6.435
H: 1.793 -4.728 7.190
H: 2.110 -4.917 9.622
H: 2.985 -2.991 10.907
H: 3.439 -0.835 9.783
H: 3.121 -0.623 7.357
H: 3.245 -1.433 2.790
H: 4.642 -3.200 1.831
H: 3.758 -4.647 0.034
H: 1.436 -4.353 -0.762
H: 0.007 -2.588 0.210
H: -1.292 -3.055 2.030
H: -3.705 -3.295 2.469
H: -5.024 -1.379 3.288
H: -3.916 0.790 3.735
H: -1.519 1.060 3.258

Calculated values
**Energy above the lowest of the compared OMol25 structures with the same formula, charge and spin**: 15.27 kcal/mol
**HOMO (spin up / spin down)**: -0.564 / -0.584 hartree
**LUMO energy (spin up / spin down)**: -8.39 / -10.70 eV
**HOMO-LUMO gap (spin up / spin down)**: 6.9543 / 5.1895 eV
**Total charge**: +3
**Multiplicity**: 5
**⟨S²⟩**: 6.05

(3)
Computed, not measured: C39H35Cl8GeN5O2PSV as an isolated structure, with ωB97M-V/def2-TZVPD.

Element x y z (Å)
V: 0.631 0.150 -0.277
C: -0.282 -5.988 -0.932
C: -0.296 -5.349 -2.166
C: -0.525 -3.981 -2.241
C: -0.734 -3.244 -1.077
C: -0.703 -3.887 0.159
C: -0.487 -5.256 0.230
P: -1.051 -1.459 -1.153
C: -2.831 -1.298 -0.845
C: -3.435 -1.948 0.230
C: -4.784 -1.766 0.487
C: -5.545 -0.947 -0.337
C: -4.951 -0.308 -1.414
C: -3.597 -0.473 -1.666
C: -0.696 -0.719 -2.727
C: -1.133 -0.869 -4.039
C: -0.646 0.020 -4.981
C: 0.234 1.033 -4.602
C: 0.651 1.182 -3.288
C: 0.186 0.282 -2.333
H: -0.118 -7.056 -0.878
H: -0.135 -5.916 -3.074
H: -0.522 -3.485 -3.203
H: -0.847 -3.322 1.072
H: -0.478 -5.749 1.194
H: -2.859 -2.600 0.875
H: -5.244 -2.270 1.328
H: -6.600 -0.814 -0.140
H: -5.542 0.326 -2.063
H: -3.133 0.058 -2.486
H: -1.841 -1.642 -4.315
H: -0.955 -0.063 -6.015
H: 0.600 1.723 -5.353
H: 1.329 1.985 -3.035
Cl: 3.038 3.569 0.123
Ge: 2.929 1.457 -0.555
Cl: 3.997 1.634 -2.450
Cl: 4.619 0.637 0.689
O: -1.729 2.441 -1.733
C: -1.003 2.694 -0.783
O: -0.087 1.972 -0.258
C: -1.143 4.073 -0.135
N: -2.456 4.628 -0.629
C: -2.238 6.047 -1.100
C: -0.888 6.422 -0.504
C: -0.109 5.111 -0.566
H: -1.199 3.998 0.946
H: -3.165 4.574 0.098
H: -2.713 3.970 -1.389
H: -3.070 6.664 -0.772
H: -2.212 6.026 -2.187
H: -1.009 6.743 0.532
H: -0.415 7.225 -1.065
H: 0.761 5.085 0.084
H: 0.235 4.907 -1.583
N: -0.952 5.552 3.120
C: -0.111 4.778 3.249
C: 0.885 3.754 3.396
C: 1.985 3.858 4.243
C: 2.897 2.819 4.237
C: 2.706 1.757 3.362
N: 1.664 1.667 2.537
C: 0.759 2.630 2.588
H: 2.119 4.724 4.876
H: 3.764 2.839 4.881
H: 3.431 0.956 3.304
H: -0.095 2.523 1.934
S: 2.112 -1.506 -1.676
C: 3.004 -2.702 -0.771
N: 2.640 -3.971 -0.887
C: 3.346 -5.086 -0.263
C: 4.794 -4.695 -0.020
C: 4.840 -3.363 0.708
N: 4.053 -2.383 -0.036
H: 1.801 -4.148 -1.421
H: 3.275 -5.946 -0.927
H: 2.853 -5.347 0.678
H: 5.319 -4.609 -0.973
H: 5.291 -5.463 0.570
H: 5.857 -2.983 0.784
H: 4.440 -3.460 1.722
H: 4.327 -1.405 -0.008
Cl: -2.872 1.345 1.085
C: -1.844 0.273 1.979
C: -0.640 -0.169 1.442
C: 0.092 -0.992 2.275
Cl: 1.637 -1.456 1.616
C: -0.283 -1.417 3.536
Cl: 0.735 -2.449 4.456
C: -1.508 -0.975 4.028
Cl: -2.041 -1.478 5.577
C: -2.287 -0.122 3.247
Cl: -3.797 0.426 3.856

Calculated values
**Energy above the lowest of the compared OMol25 structures with the same formula, charge and spin**: 0.98 kcal/mol
**HOMO (spin up / spin down)**: -0.385 / -0.384 hartree
**LUMO energy (spin up / spin down)**: -3.36 / -2.77 eV
**HOMO-LUMO gap (spin up / spin down)**: 7.1067 / 7.6716 eV
**Total charge**: +1
**Multiplicity**: 2
**⟨S²⟩**: 0.80

(4)
Computed, not measured: C39H35ClGaN2Si2 as an isolated structure at a distorted geometry, with ωB97M-V/def2-TZVPD.

Element x y z (Å)
C: -1.446 -0.668 5.175
C: -2.281 -0.144 4.153
C: -2.303 -1.074 3.078
H: -2.860 0.775 4.211
C: -1.473 -2.174 3.438
C: -0.950 -1.922 4.734
H: -0.339 -2.599 5.323
H: -1.279 -0.223 6.154
H: -2.905 -1.008 2.177
H: -1.324 -3.074 2.850
Ga: 0.396 -0.033 2.570
Si: 0.282 -0.046 -3.438
C: 0.515 1.504 -4.434
C: 1.707 1.874 -5.079
H: 2.614 1.284 -4.926
C: 1.709 2.990 -5.926
H: 2.622 3.276 -6.452
C: 0.542 3.741 -6.116
H: 0.540 4.599 -6.788
C: -0.635 3.401 -5.440
H: -1.548 3.994 -5.560
C: -0.646 2.284 -4.599
H: -1.568 2.010 -4.068
C: 0.687 -1.529 -4.471
C: 0.005 -1.578 -5.700
H: -0.692 -0.779 -5.979
C: 0.215 -2.650 -6.570
H: -0.325 -2.688 -7.515
C: 1.109 -3.669 -6.227
H: 1.274 -4.499 -6.916
C: 1.775 -3.629 -4.994
H: 2.455 -4.440 -4.727
C: 1.570 -2.562 -4.108
H: 2.099 -2.518 -3.151
H: -1.189 -0.142 -3.318
Si: 0.505 0.179 -0.987
C: -0.417 -1.381 -0.563
C: -1.743 -1.469 -1.012
H: -2.297 -0.562 -1.266
C: -2.344 -2.717 -1.176
H: -3.339 -2.773 -1.614
C: -1.668 -3.867 -0.773
H: -2.130 -4.842 -0.909
C: -0.402 -3.766 -0.189
H: 0.105 -4.657 0.178
C: 0.232 -2.525 -0.079
H: 1.226 -2.437 0.376
C: -0.658 1.617 -0.761
C: -1.817 1.526 0.028
H: -1.937 0.706 0.747
C: -2.835 2.478 -0.108
H: -3.755 2.361 0.467
C: -2.674 3.565 -0.971
H: -3.491 4.272 -1.137
C: -1.433 3.763 -1.591
H: -1.270 4.642 -2.221
C: -0.402 2.836 -1.409
H: 0.595 3.038 -1.809
H: 1.583 -0.169 -1.942
Cl: 1.945 0.553 0.614
C: -0.423 3.452 4.845
C: 0.396 3.277 5.964
C: 1.262 2.185 6.013
C: 1.316 1.304 4.929
N: 0.555 1.542 3.807
C: -0.339 2.565 3.781
C: 2.028 0.048 4.913
C: 2.777 -0.473 5.970
C: 3.278 -1.772 5.884
C: 2.981 -2.548 4.758
C: 2.222 -2.007 3.730
N: 1.812 -0.714 3.788
H: -1.123 4.280 4.774
H: 0.347 3.976 6.795
H: 1.880 1.959 6.881
H: -0.953 2.647 2.880
H: 2.915 0.153 6.850
H: 3.875 -2.190 6.694
H: 3.329 -3.572 4.656
H: 1.936 -2.565 2.836

Calculated values
**Energy above the lowest of the compared OMol25 structures with the same formula, charge and spin**: 55.43 kcal/mol
**HOMO (spin up / spin down)**: -0.343 / -0.331 hartree
**LUMO energy (spin up / spin down)**: -4.03 / -4.09 eV
**HOMO-LUMO gap (spin up / spin down)**: 5.2985 / 4.9319 eV
**Total charge**: +1

(5)
Computed, not measured: C39H35ClLuN2Si2 as an isolated structure at a distorted geometry, with ωB97M-V/def2-TZVPD.

Element x y z (Å)
C: -1.433 -2.520 3.938
C: -2.337 -1.918 3.017
C: -2.580 -2.841 1.956
H: -2.851 -0.969 3.161
C: -1.825 -4.023 2.227
C: -1.116 -3.824 3.455
H: -0.506 -4.563 3.975
H: -1.117 -2.097 4.892
H: -3.277 -2.691 1.131
H: -1.844 -4.942 1.642
Lu: -0.095 -2.208 1.753
Si: 0.892 3.279 -0.004
C: -0.157 4.381 -1.065
C: 0.215 4.612 -2.398
H: 1.180 4.250 -2.762
C: -0.667 5.260 -3.264
H: -0.390 5.400 -4.308
C: -1.913 5.702 -2.806
H: -2.608 6.186 -3.495
C: -2.257 5.528 -1.462
H: -3.220 5.887 -1.093
C: -1.373 4.888 -0.586
H: -1.635 4.766 0.468
C: 0.294 1.548 -0.310
C: -1.065 1.307 -0.420
H: -1.777 2.136 -0.372
C: -1.533 -0.002 -0.644
H: -2.569 -0.180 -0.934
C: -0.769 -1.106 -0.104
H: -1.205 -2.137 -0.052
C: 0.691 -0.843 0.046
H: 1.412 -1.643 0.337
C: 1.155 0.423 -0.474
H: 2.222 0.586 -0.634
H: 0.666 3.637 1.413
Si: 0.073 -0.838 -1.695
C: 0.451 -2.385 -2.756
C: -0.263 -2.558 -3.949
H: -1.022 -1.827 -4.238
C: -0.002 -3.635 -4.801
H: -0.537 -3.718 -5.747
C: 0.948 -4.599 -4.445
H: 1.143 -5.452 -5.098
C: 1.639 -4.450 -3.236
H: 2.360 -5.207 -2.927
C: 1.428 -3.328 -2.427
H: 2.010 -3.219 -1.512
C: -0.129 0.382 -3.195
C: -1.359 0.946 -3.542
H: -2.282 0.650 -3.039
C: -1.440 1.944 -4.521
H: -2.400 2.423 -4.721
C: -0.293 2.339 -5.212
H: -0.354 3.127 -5.966
C: 0.934 1.740 -4.909
H: 1.835 2.040 -5.447
C: 1.015 0.775 -3.894
H: 1.992 0.345 -3.653
H: 2.237 3.447 -0.297
Cl: 1.009 -4.177 0.792
C: -1.089 2.112 3.332
C: -0.027 2.447 4.178
C: 1.016 1.535 4.334
C: 0.946 0.281 3.705
N: -0.055 -0.003 2.814
C: -1.058 0.888 2.669
C: 1.807 -0.849 4.095
C: 2.668 -0.788 5.204
C: 3.234 -1.954 5.713
C: 2.985 -3.158 5.051
C: 2.209 -3.148 3.895
N: 1.606 -2.029 3.426
H: -1.931 2.778 3.151
H: -0.015 3.398 4.708
H: 1.881 1.745 4.959
H: -1.867 0.610 1.987
H: 2.828 0.179 5.674
H: 3.846 -1.922 6.613
H: 3.375 -4.107 5.404
H: 2.041 -4.049 3.300

Calculated values
**Energy above the lowest of the compared OMol25 structures with the same formula, charge and spin**: 69.37 kcal/mol
**HOMO (spin up / spin down)**: -0.354 / -0.352 hartree
**LUMO energy (spin up / spin down)**: -3.66 / -3.67 eV
**HOMO-LUMO gap (spin up / spin down)**: 5.9862 / 5.8998 eV
**Total charge**: +1

| no. | E_tot (a.u.) |
| --- | --- |
| 1 | -3877.42307 |
| 2 | -4819.81787 |
| 3 | -9373.41666 |
| 4 | -4580.32194 |
| 5 | -3891.11711 |